Record 1
The following is a quantum chemistry calculation of an isolated molecule of C10H12O2S, from the Open Molecules 2025 dataset.

Output
Net charge: 0
Frontier orbital gap (eV): 8.74
HOMO (eV): -8.74
SMILES: O=C/C=C\SC[C@H]1C[C@@H]2C=C[C@H]1O2
Multiplicity: 1
E (hartree): -936.76403

Each line ends with the natural charge from an NBO analysis.
Atoms and positions in Å:
C: 3.1923 -0.2561 0.4092  -0.240
C: 2.2593 -1.0920 0.7783  -0.203
C: -3.2145 1.2971 0.7420  0.400
C: 1.7752 0.7411 -1.3148  -0.407
C: -0.6322 -0.1616 -1.3278  -0.441
C: 2.4495 1.0712 0.0200  0.050
C: 0.7721 -0.4552 -0.8626  -0.285
C: -3.0050 -1.1575 0.6316  -0.210
C: 0.8816 -0.3385 0.6073  0.035
C: -3.3924 -0.0221 1.2192  -0.437
O: -2.6439 1.5258 -0.2952  -0.558
O: 1.3409 1.0600 0.9130  -0.513
S: -1.7950 -1.5618 -0.6265  0.178
H: 4.2701 -0.3379 0.4164  0.218
H: 2.3362 -2.0823 1.2437  0.223
H: -3.7519 1.9267 1.4316  0.120
H: 1.3965 1.6601 -1.7711  0.225
H: 2.5658 0.4360 -1.9153  0.205
H: -1.1907 0.6704 -0.9587  0.282
H: -0.7680 -0.2865 -2.3887  0.222
H: 3.2042 1.9322 0.0797  0.212
H: 1.2860 -1.4418 -1.1792  0.244
H: -3.3870 -2.2168 0.8552  0.239
H: -4.0232 -0.2084 2.0572  0.217
H: 0.0743 -0.7022 1.2357  0.225

Record 2
The following is a quantum chemistry calculation of a structure of composition C10H12O2S2, from the Open Molecules 2025 dataset.

Output
Net charge: 0
Frontier orbital gap (eV): 9.45
HOMO (eV): -8.88
Multiplicity: 1
E (hartree): -1334.98622

Each line ends with the natural charge from an NBO analysis.
Atoms and positions in Å:
C: -3.2038 2.1863 0.6960  -0.223
C: -2.1493 2.5805 -0.0858  -0.201
C: -3.1211 0.8696 1.1186  -0.179
C: -1.0622 1.8034 -0.3801  -0.197
C: -1.9279 0.0917 0.9698  -0.217
C: -0.9126 0.5125 0.1849  -0.081
C: 2.2355 -2.2126 0.7545  -0.537
C: 2.9574 -1.0137 0.2335  -0.641
C: 0.2571 -0.3631 -0.2201  -0.418
C: 0.0866 -0.2959 -2.1799  -0.532
O: 1.5428 0.4457 1.8664  -0.942
O: 2.2765 1.5043 -0.3178  -0.931
S: 0.4837 -2.0486 0.4255  0.253
S: 1.7834 0.3748 0.4448  2.142
H: -3.9883 2.9392 0.8275  0.228
H: -2.3378 3.4295 -0.6285  0.207
H: -4.0335 0.1990 1.5679  0.219
H: -0.3497 2.1289 -1.0896  0.220
H: -1.9007 -0.9962 1.2295  0.222
H: 2.6894 -3.0277 0.3280  0.229
H: 2.2362 -2.2927 1.8607  0.240
H: 3.9473 -0.7725 0.6681  0.270
H: 2.8603 -1.0814 -0.8590  0.228
H: -1.0035 -0.3146 -2.2551  0.215
H: 0.4608 -1.3267 -2.4012  0.212
H: 0.5919 0.5324 -2.5463  0.213

Record 3
The following is a quantum chemistry calculation of an isolated molecule of C10H12O3, from the Open Molecules 2025 dataset.

Output
Net charge: 0
Frontier orbital gap (eV): 9.48
HOMO (eV): -8.60
SMILES: CCOc1cccc(OC(C)=O)c1
Multiplicity: 1
E (hartree): -613.95517

Each line ends with the natural charge from an NBO analysis.
Atoms and positions in Å:
C: 0.5570 4.2185 -2.6678  -0.629
C: -0.2215 3.3914 -1.6622  -0.064
C: -0.1595 1.2339 -0.6005  0.335
C: -1.2125 1.5516 0.3275  -0.313
C: -1.8099 0.5882 1.1539  -0.182
C: -1.3421 -0.7120 1.1198  -0.273
C: -0.2431 -0.9838 0.3127  0.313
C: 0.7723 -2.8974 1.2987  0.797
C: 1.3681 -4.2430 0.9183  -0.709
C: 0.3695 -0.0519 -0.5535  -0.304
H: -0.0178 5.1878 -2.8731  0.221
H: 0.5240 3.6890 -3.6176  0.217
H: 1.6273 4.3984 -2.4163  0.223
H: -1.3001 3.2666 -1.9283  0.177
H: -0.1840 3.8494 -0.6554  0.172
H: -1.5875 2.6072 0.2949  0.218
H: -2.7104 0.7922 1.7214  0.221
H: -1.7541 -1.4590 1.7623  0.230
H: 2.1294 -4.1636 0.1945  0.237
H: 0.5429 -4.9115 0.5461  0.236
H: 1.8108 -4.6891 1.7698  0.232
H: 1.2812 -0.3137 -1.0750  0.237
O: 0.2902 2.0787 -1.5463  -0.499
O: 0.2528 -2.3240 0.1866  -0.510
O: 0.8532 -2.3581 2.4091  -0.585

Record 4
The following is a quantum chemistry calculation of a cluster of 2 separate species, C10H12O3S in total, from the Open Molecules 2025 dataset.

Output
Net charge: 0
Frontier orbital gap (eV): 8.99
HOMO (eV): -8.73
Multiplicity: 1
E (hartree): -1012.04212

Each line ends with the natural charge from an NBO analysis.
Atoms and positions in Å:
C: -1.1564 -0.2404 3.2559  -0.268
C: -2.1317 0.6425 2.7519  -0.146
C: -0.3475 -0.9548 2.3366  -0.097
C: -2.3616 0.8220 1.4415  -0.289
C: -0.6086 -0.9035 0.9566  -0.310
C: -1.5848 0.0307 0.5273  0.414
C: 0.7199 2.0781 -1.8411  -0.360
C: 0.0561 -1.6390 -0.0557  0.453
C: 1.3655 1.2735 -0.9480  -0.448
C: 2.1083 -0.5168 -2.6846  -0.845
O: 2.4162 -0.7754 -0.0028  -0.990
O: -1.8204 0.2321 -0.7908  -0.665
O: -0.0285 -1.7464 -1.2450  -0.611
S: 2.7258 0.1522 -1.0910  1.291
H: -1.1574 -0.5187 4.2551  0.216
H: -2.8132 1.1313 3.4221  0.212
H: 0.3743 -1.6832 2.7107  0.222
H: -3.2045 1.3036 1.1044  0.223
H: 0.9603 1.7932 -2.7824  0.178
H: -0.0954 2.7668 -1.6293  0.226
H: 0.7673 -2.3736 0.3767  0.128
H: 1.1099 1.3897 0.1002  0.225
H: 2.7711 -1.4410 -2.7536  0.242
H: 2.2070 0.3451 -3.3844  0.223
H: 1.0317 -0.8320 -2.7087  0.273
H: -1.3034 -0.3358 -1.3215  0.503

Record 5
The following is a quantum chemistry calculation of an isolated molecule of C10H12OS, from the Open Molecules 2025 dataset.

Output
Net charge: 0
Frontier orbital gap (eV): 9.64
HOMO (eV): -8.92
SMILES: C#C[C@@](O)(CCC)c1cccs1
Multiplicity: 1
E (hartree): -861.54695

Each line ends with the natural charge from an NBO analysis.
Atoms and positions in Å:
C: 2.3413 -2.2752 -0.4414  -0.210
C: 1.8638 -1.2150 -0.2027  -0.007
C: -1.0130 -0.8193 3.0812  -0.239
C: -0.0547 -1.1724 2.0530  -0.276
C: -1.4480 0.4748 2.9595  -0.431
C: 0.1983 -0.1465 1.2322  -0.204
C: -1.4901 1.0173 -2.5437  -0.599
C: -0.5763 0.0656 -1.8012  -0.398
C: 0.5855 0.7849 -1.2087  -0.410
C: 1.2664 0.0609 0.0196  0.173
O: 2.2782 0.8825 0.5727  -0.694
S: -0.6982 1.2653 1.6281  0.424
H: 3.0098 -3.0513 -0.6665  0.234
H: -1.3299 -1.5689 3.8841  0.227
H: 0.3985 -2.1610 2.0486  0.239
H: -2.1702 0.8128 3.6605  0.241
H: -2.0066 1.5371 -1.9098  0.197
H: -2.3269 0.4015 -2.9738  0.207
H: -1.1228 1.7233 -3.2456  0.206
H: -0.2462 -0.7392 -2.5753  0.205
H: -1.1257 -0.3998 -0.9772  0.218
H: 0.1993 1.7351 -0.8226  0.201
H: 1.2502 1.0237 -1.9891  0.221
H: 2.2174 1.7639 0.2182  0.475

Record 6
The following is a quantum chemistry calculation of a cluster of 2 separate species, C10H13BClF8N3O4P in total, from the Open Molecules 2025 dataset.

Output
Net charge: +1
Frontier orbital gap (eV): 6.42
HOMO (eV): -12.14
Multiplicity: 1
E (hartree): -2478.85388

Each line ends with the natural charge from an NBO analysis.
Atoms and positions in Å:
N: 2.5737 3.8509 -0.3267  -1.201
P: 2.6000 3.2202 -1.8210  1.181
C: 1.3621 1.7281 -2.0150  -0.109
N: 0.0065 2.0546 -2.5438  -0.154
N: -0.8828 1.0331 -2.6626  -0.147
Cl: -2.4804 1.5147 -3.2432  0.283
C: -0.7558 -0.4428 -2.3909  -0.020
C: 0.7155 -0.9814 -1.8040  0.353
O: 0.9284 -2.4121 -1.5110  -0.636
C: 1.8814 0.1979 -1.5785  0.085
C: 3.3648 -0.1389 -0.9678  -0.867
B: 4.2983 -1.1081 -1.9259  1.235
O: 3.7345 -2.0840 -2.8956  -0.944
O: 5.7820 -0.9842 -1.7676  -0.925
H: 3.5616 3.7707 0.0194  0.378
H: 2.1564 4.2861 -2.7294  0.022
H: 3.9341 2.8081 -2.2065  0.009
H: -1.6337 -1.2325 -2.5377  0.311
H: 0.2907 -2.9417 -2.0974  0.513
H: 3.2513 -0.7192 0.0686  0.315
H: 3.9322 0.8625 -0.7062  0.289
H: 3.5916 -1.6236 -3.7764  0.511
H: 6.0336 -1.7925 -1.2125  0.512
C: -1.9089 -1.7771 2.4858  -0.144
C: -1.8605 -0.8666 3.7242  0.594
C: -3.2199 -0.4827 4.2976  0.514
F: -3.9980 0.1733 3.4090  -0.322
F: -3.0704 0.3524 5.3625  -0.316
F: -1.1112 0.2317 3.4360  -0.312
F: -1.1649 -1.5418 4.6931  -0.320
O: -1.8131 -1.1279 1.2136  -0.520
C: -3.0330 -0.5839 0.7117  0.848
C: -3.0258 0.9498 0.6465  0.508
F: -2.7456 1.5062 1.8532  -0.303
F: -4.2432 1.4291 0.2735  -0.314
F: -4.0664 -1.0805 1.4336  -0.305
F: -3.1787 -1.0921 -0.5424  -0.338
H: -1.0144 -2.4104 2.5322  0.232
H: -2.7456 -2.4858 2.5208  0.218
H: -3.7644 -1.3669 4.6488  0.151
H: -2.2821 1.3073 -0.0679  0.137